No. 1
Density functional theory data (ωB97M-V with the def2-TZVPD basis set) for a structure of composition C33H43BrFMnN3O4P.

E_tot = -160941.6390 eV
Charge = +1
E_LUMO (spin up / spin down) = -0.1273 / -0.1273 hartree
Multiplicity = 2
E_HOMO (spin up / spin down) = -9.711 / -11.148 eV
Maximum force = 1.050 eV/A
Relative energy (zero: lowest compared OMol25 entry of this formula, charge and spin) = 0.000 eV
<S²> = 0.790
Orbital gap (spin up / spin down) = 6.25 / 7.68 eV

CARTESIAN COORDINATES (ANGSTROEM)
Mn (-0.08614, -0.95459, 0.62721)
O (1.25120, -2.74111, 4.08259)
C (0.62063, -1.73867, 3.91348)
C (-0.04158, -0.88688, 5.00335)
C (-0.80950, 0.20566, 4.24733)
C (-0.46773, -0.14065, 2.83644)
O (-0.89333, 0.36246, 1.73248)
N (0.35444, -1.14054, 2.66978)
H (0.73223, -0.49053, 5.65929)
H (-0.68262, -1.52816, 5.60582)
H (-0.47143, 1.21786, 4.47470)
H (-1.88925, 0.18009, 4.39510)
Br (-3.96037, -6.15237, 0.83610)
C (-2.69496, -4.75102, 0.82081)
C (-1.34901, -5.04359, 0.69721)
C (-0.40899, -4.01587, 0.69394)
C (-0.81995, -2.69589, 0.78604)
C (-2.18742, -2.42216, 0.90764)
C (-3.13031, -3.43712, 0.93610)
H (-1.02721, -6.07256, 0.61506)
H (0.63529, -4.27612, 0.61660)
H (-2.53849, -1.39465, 0.98718)
H (-4.18382, -3.21781, 1.04305)
C (2.90452, -3.10766, 1.50872)
C (3.45489, -1.73666, 1.11330)
C (4.86350, -1.90786, 0.53819)
P (2.26135, -0.78052, 0.07995)
C (2.75176, 1.00923, 0.17874)
C (4.25375, 1.29523, 0.21585)
C (2.08605, 1.68208, 1.38388)
C (2.39546, -1.22382, -1.71486)
C (2.12792, -2.71243, -1.93943)
C (3.65070, -0.75780, -2.45247)
H (3.54481, -3.53568, 2.28074)
H (2.91412, -3.79100, 0.66062)
H (1.90430, -3.04855, 1.92792)
H (3.50949, -1.12749, 2.02465)
H (4.84640, -2.56841, -0.32829)
H (5.48128, -2.39304, 1.29496)
H (5.35142, -0.98081, 0.25543)
H (2.34015, 1.44567, -0.73963)
H (4.69908, 0.92366, 1.13916)
H (4.39951, 2.37634, 0.19971)
H (4.79753, 0.87505, -0.62575)
H (2.35990, 1.17476, 2.31290)
H (1.00092, 1.70694, 1.30768)
H (2.43623, 2.71247, 1.46220)
H (1.55982, -0.67232, -2.15294)
H (2.95873, -3.32429, -1.59144)
H (2.00783, -2.90226, -3.00668)
H (1.22314, -3.05233, -1.43366)
H (4.56007, -1.20828, -2.05961)
H (3.75895, 0.32520, -2.42542)
H (3.56567, -1.04745, -3.50119)
O (-0.17439, 3.71307, -0.30204)
C (-1.08087, 3.90291, -1.37216)
N (-0.46752, 3.78923, -2.66524)
C (-0.27164, 2.65614, -3.38794)
O (0.22101, 2.67141, -4.49476)
C (-0.74033, 1.33267, -2.83610)
C (-1.30881, 0.44381, -3.74698)
C (-1.63140, -0.83506, -3.33761)
C (-1.32351, -1.21692, -2.04312)
N (-0.75412, -0.37618, -1.17278)
C (-0.49624, 0.88686, -1.55341)
H (0.33869, 4.51790, -0.17038)
H (-1.55825, 4.88128, -1.30831)
H (-1.84773, 3.13835, -1.26165)
H (-0.11307, 4.61898, -3.12041)
H (-1.46896, 0.76996, -4.76570)
H (-2.08872, -1.54448, -4.01129)
H (-1.52003, -2.21933, -1.68442)
H (-0.05678, 1.53601, -0.80390)
F (-5.00025, 6.28952, -0.72630)
C (-4.69716, 4.98829, -0.60045)
C (-3.98582, 4.57243, 0.51611)
C (-3.66438, 3.23926, 0.63643)
C (-4.04828, 2.29519, -0.35073)
C (-3.66957, 0.95180, -0.23395)
C (-4.78846, 2.77209, -1.46190)
C (-5.10480, 4.10691, -1.59097)
H (-3.70304, 5.29732, 1.26677)
H (-3.09805, 2.89627, 1.49234)
H (-3.99037, 0.21045, -0.95134)
H (-3.05445, 0.64991, 0.59861)
H (-5.10631, 2.07023, -2.22168)
H (-5.66730, 4.47998, -2.43528)

Cartesian forces (eV/Å) of the 3 atoms listed first:
0.8 -0.3 -0.6
0.0 -0.1 0.1
-0.1 0.2 0.2

Charge distribution, Mulliken scheme, values in e:
1 Mn 0.833
2 O -0.600
3 C 0.007
4 C -0.790
5 C -0.515
6 C -0.189
7 O -0.473
8 N 0.657
9 H 0.299
10 H 0.346
11 H 0.289
12 H 0.289
13 Br -0.170
14 C -0.127
15 C -0.882
16 C 0.621
17 C 0.344
18 C -0.240
19 C -0.867
20 H 0.494
21 H 0.242
22 H 0.133
23 H 0.513
24 C -1.069
25 C 1.124
26 C -1.762
27 P -0.099
28 C 1.266
29 C -1.936
30 C -1.374
31 C 1.528
32 C -1.580
33 C -1.708
34 H 0.580
35 H 0.223
36 H -0.154
37 H 0.590
38 H 0.301
39 H 0.497
40 H 0.320
41 H 0.096
42 H 0.374
43 H 0.523
44 H 0.351
45 H 0.244
46 H -0.039
47 H 0.575
48 H -0.495
49 H 0.280
50 H 0.494
51 H 0.157
52 H 0.273
53 H 0.377
54 H 0.496
55 O -0.405
56 C -0.622
57 N 0.036
58 C -0.167
59 O -0.635
60 C 0.678
61 C -0.837
62 C -1.482
63 C -0.569
64 N 2.163
65 C -0.459
66 H 0.269
67 H 0.563
68 H 0.115
69 H 0.284
70 H 0.589
71 H 0.551
72 H 0.505
73 H -0.185
74 F -0.337
75 C 0.375
76 C -0.683
77 C -0.016
78 C 0.547
79 C -1.016
80 C -0.397
81 C -0.573
82 H 0.455
83 H 0.399
84 H 0.402
85 H -0.097
86 H 0.414
87 H 0.469



No. 2
Density functional theory data (ωB97M-V with the def2-TZVPD basis set) for an isolated molecule of C4H3F3.

E_tot = -12343.9003 eV
E_LUMO = 0.0127 hartree
E_HOMO = -9.224 eV
Maximum force = 3.336 eV/A
Relative energy (zero: lowest compared OMol25 entry of this formula, charge and spin) = 3.707 eV
Orbital gap = 9.57 eV

CARTESIAN COORDINATES (ANGSTROEM)
C (0.31209, 0.48204, 0.08540)
C (0.93488, -0.79433, -0.38275)
C (-0.85357, 0.67867, 0.74730)
C (0.69743, -1.07678, 1.04061)
F (2.18638, -0.50811, -0.85146)
F (-1.20033, 1.86310, 1.14341)
F (1.73767, -0.71624, 1.83420)
H (1.00652, 1.21466, -0.04103)
H (0.46275, -1.52657, -1.17743)
H (-1.84665, 0.12084, 0.69617)

Cartesian forces (eV/Å) of the 3 atoms listed first:
-2.8 -1.1 -0.3
-1.0 -1.8 -1.3
-1.5 -1.8 -2.3

Charge distribution, Mulliken scheme, values in e:
1 C -0.552
2 C 0.559
3 C 0.081
4 C -0.390
5 F -0.278
6 F -0.204
7 F -0.179
8 H 0.372
9 H 0.273
10 H 0.317



No. 3
Density functional theory data (ωB97M-V with the def2-TZVPD basis set) for an isolated molecule of C23H21ClN4O5S.

SMILES = O=C(c1ccc(S(=O)(=O)Cc2ccccc2Cl)c([N+](=O)[O-])c1)N1CCN(c2ccccn2)CC1
E_tot = -63744.6280 eV
E_LUMO = -0.0330 hartree
E_HOMO = -8.298 eV
Maximum force = 1.116 eV/A
Orbital gap = 7.40 eV

CARTESIAN COORDINATES (ANGSTROEM)
O (1.97014, 3.19905, 1.32697)
C (1.28643, 2.25325, 0.99535)
C (0.35389, 2.34743, -0.18741)
C (-0.98031, 2.70151, -0.00911)
C (-1.81554, 2.83893, -1.10452)
C (-1.34536, 2.59026, -2.38098)
S (-2.52202, 2.84023, -3.75207)
O (-1.84572, 3.48052, -4.83940)
O (-3.63320, 3.54029, -3.17544)
C (-3.08253, 1.13864, -4.21315)
C (-2.82028, 0.24143, -3.06133)
C (-1.71524, -0.60628, -3.06212)
C (-1.40249, -1.38238, -1.96143)
C (-2.20333, -1.33429, -0.83212)
C (-3.32117, -0.52021, -0.81565)
C (-3.62796, 0.25857, -1.92177)
Cl (-5.03045, 1.26371, -1.87103)
C (-0.00843, 2.26910, -2.55920)
N (0.52569, 1.97169, -3.86860)
O (1.67917, 2.25294, -4.07862)
O (-0.21413, 1.39959, -4.63740)
C (0.84892, 2.16566, -1.47073)
N (1.27502, 1.07263, 1.64713)
C (0.57636, -0.11444, 1.21646)
C (1.60486, -1.19270, 0.82423)
N (2.48723, -1.45851, 1.93279)
C (2.21566, -2.41950, 2.87824)
C (1.47354, -3.57856, 2.59640)
C (1.31634, -4.52188, 3.58885)
C (1.89044, -4.31134, 4.83680)
C (2.60965, -3.14490, 5.01609)
N (2.76537, -2.22751, 4.07937)
C (3.19152, -0.26137, 2.34727)
C (2.19881, 0.83711, 2.74149)
H (-1.35765, 2.87770, 0.98647)
H (-2.84286, 3.14821, -0.99505)
H (-2.51377, 0.86556, -5.09477)
H (-4.14058, 1.25076, -4.43503)
H (-1.09875, -0.64826, -3.94647)
H (-0.53932, -2.02978, -1.99022)
H (-1.97064, -1.94028, 0.03023)
H (-3.96496, -0.48669, 0.04840)
H (1.89063, 1.93586, -1.64017)
H (-0.08305, 0.11008, 0.37720)
H (-0.02614, -0.48898, 2.05324)
H (1.08944, -2.09582, 0.50520)
H (2.20834, -0.82460, -0.01275)
H (1.04438, -3.75305, 1.62290)
H (0.75123, -5.42155, 3.39124)
H (1.78359, -5.02974, 5.63276)
H (3.08752, -2.91662, 5.96020)
H (3.82528, -0.51411, 3.19531)
H (3.80650, 0.07994, 1.50921)
H (2.71431, 1.77421, 2.95271)
H (1.63563, 0.51848, 3.62404)

Cartesian forces (eV/Å) of the 3 atoms listed first:
0.2 0.3 -0.1
-0.3 0.0 -0.2
-0.1 0.3 -0.1

Charge distribution, Mulliken scheme, values in e:
1 O -0.657
2 C 0.122
3 C -0.216
4 C -0.135
5 C -0.819
6 C -0.001
7 S 1.344
8 O -0.692
9 O -0.659
10 C -1.534
11 C -0.016
12 C -0.388
13 C -0.660
14 C -0.311
15 C -0.671
16 C 0.850
17 Cl -0.154
18 C 0.381
19 N 0.914
20 O -0.638
21 O -0.485
22 C -0.289
23 N 0.110
24 C 0.159
25 C -0.953
26 N 0.128
27 C 0.983
28 C -0.473
29 C -0.571
30 C -0.449
31 C -0.462
32 N -0.348
33 C -0.893
34 C -0.824
35 H 0.556
36 H 0.593
37 H 0.501
38 H 0.636
39 H 0.524
40 H 0.430
41 H 0.479
42 H 0.481
43 H 0.614
44 H -0.128
45 H 0.047
46 H 0.244
47 H 0.197
48 H 0.283
49 H 0.399
50 H 0.382
51 H 0.387
52 H 0.511
53 H 0.350
54 H 0.501
55 H 0.321



No. 4
Density functional theory data (ωB97M-V with the def2-TZVPD basis set) for an isolated molecule of C4H7NS.

SMILES = S=CCN1CC1
E_tot = -16584.1545 eV
E_LUMO = -0.0134 hartree
E_HOMO = -8.824 eV
Maximum force = 3.697 eV/A
Relative energy (zero: lowest compared OMol25 entry of this formula, charge and spin) = 2.777 eV
Orbital gap = 8.46 eV

CARTESIAN COORDINATES (ANGSTROEM)
S (2.11163, -2.50819, 0.32989)
C (0.85837, -1.58708, 0.86211)
C (0.76906, -0.10416, 0.58925)
N (-0.57697, 0.34405, 0.42271)
C (-0.78754, 1.48039, -0.42395)
C (-1.12118, 0.13503, -0.92420)
H (0.06964, -2.16008, 1.47240)
H (1.44523, -0.05238, -0.34696)
H (1.25202, 0.58036, 1.31903)
H (-1.55243, 2.26696, -0.01428)
H (0.12948, 2.06796, -0.70040)
H (-2.14775, -0.23058, -0.89486)
H (-0.44955, -0.23228, -1.69075)

Cartesian forces (eV/Å) of the 3 atoms listed first:
-1.1 0.8 0.4
0.3 -1.7 1.0
1.6 0.0 -1.2

Charge distribution, Mulliken scheme, values in e:
1 S -0.206
2 C -0.280
3 C -0.374
4 N -0.313
5 C -0.335
6 C -0.346
7 H 0.301
8 H 0.284
9 H 0.381
10 H 0.189
11 H 0.215
12 H 0.240
13 H 0.246



No. 5
Density functional theory data (ωB97M-V with the def2-TZVPD basis set) for a structure of composition CsF.

E_tot = -3265.0059 eV
E_LUMO = -0.0269 hartree
E_HOMO = -7.996 eV
Maximum force = 1.443 eV/A
Relative energy (zero: lowest compared OMol25 entry of this formula, charge and spin) = 0.497 eV
Orbital gap = 7.26 eV

CARTESIAN COORDINATES (ANGSTROEM)
Cs (8.41116, -11.09717, 23.17225)
F (9.74544, -12.65455, 25.26611)

Force components x, y, z for each atom (eV/Å):
0.7 -0.8 1.0
-0.7 0.8 -1.0

Charge distribution, Mulliken scheme, values in e:
1 Cs 0.934
2 F -0.934



No. 6
Density functional theory data (ωB97M-V with the def2-TZVPD basis set) for an isolated molecule of C5H8O.

SMILES = O=C1CCCC1
E_tot = -7362.2418 eV
E_LUMO = 0.0366 hartree
E_HOMO = -9.407 eV
Maximum force = 0.455 eV/A
Relative energy (zero: lowest compared OMol25 entry of this formula, charge and spin) = 0.013 eV
Orbital gap = 10.40 eV

CARTESIAN COORDINATES (ANGSTROEM)
O (-0.61861, 2.45240, -0.34202)
C (-0.32557, 1.30765, -0.09349)
C (-1.29483, 0.17273, 0.20763)
C (-0.53027, -1.07143, -0.24850)
C (0.92785, -0.77044, 0.15317)
C (1.09540, 0.74162, -0.06861)
H (-1.43911, 0.14911, 1.29802)
H (-2.26800, 0.33961, -0.25917)
H (-0.90480, -1.99940, 0.19277)
H (-0.60848, -1.17012, -1.33878)
H (1.64652, -1.36908, -0.41388)
H (1.06835, -1.01275, 1.21321)
H (1.66990, 1.24128, 0.71844)
H (1.58165, 0.98884, -1.01879)

Cartesian forces (eV/Å) of the 3 atoms listed first:
0.1 -0.4 0.1
0.0 0.3 0.0
-0.1 0.0 0.0

Charge distribution, Mulliken scheme, values in e:
1 O -0.573
2 C 0.372
3 C -0.521
4 C -0.600
5 C -0.583
6 C -0.428
7 H 0.242
8 H 0.335
9 H 0.332
10 H 0.281
11 H 0.319
12 H 0.268
13 H 0.298
14 H 0.259



No. 7
Density functional theory data (ωB97M-V with the def2-TZVPD basis set) for an isolated molecule of C4H4N2O.

SMILES = O=C=C1CN=CN1
E_tot = -9237.8438 eV
E_LUMO = 0.0193 hartree
E_HOMO = -8.078 eV
Maximum force = 2.321 eV/A
Relative energy (zero: lowest compared OMol25 entry of this formula, charge and spin) = 2.644 eV
Orbital gap = 8.60 eV

CARTESIAN COORDINATES (ANGSTROEM)
O (-2.73491, -0.98983, 0.52600)
C (-1.69964, -0.67908, 0.05731)
C (-0.53249, -0.30757, -0.38313)
C (-0.27846, 1.14235, -0.10915)
N (1.16169, 1.10973, 0.36353)
C (1.59000, -0.08407, 0.16737)
N (0.70812, -1.01290, -0.38511)
H (-1.22590, 1.34948, 0.46887)
H (-0.35538, 1.88395, -0.90765)
H (2.61940, -0.41536, 0.34799)
H (0.74757, -1.99670, -0.14602)

Cartesian forces (eV/Å) of the 3 atoms listed first:
0.9 0.5 -0.8
-1.2 -1.8 0.8
-0.2 -0.3 -0.2

Charge distribution, Mulliken scheme, values in e:
1 O -0.415
2 C 0.393
3 C 0.097
4 C -0.330
5 N -0.534
6 C -0.020
7 N -0.289
8 H 0.206
9 H 0.257
10 H 0.360
11 H 0.275



No. 8
Density functional theory data (ωB97M-V with the def2-TZVPD basis set) for a structure of composition C2HP.

E_tot = -11372.4322 eV
E_LUMO (spin up / spin down) = -0.0878 / -0.0878 hartree
E_HOMO (spin up / spin down) = -9.975 / -9.974 eV
Maximum force = 3.991 eV/A
Relative energy (zero: lowest compared OMol25 entry of this formula, charge and spin) = 1.653 eV
Orbital gap (spin up / spin down) = 7.59 / 7.59 eV

CARTESIAN COORDINATES (ANGSTROEM)
C (-0.33785, -0.71145, 0.41641)
C (-0.99266, -0.12031, 1.28664)
P (1.08227, -0.10123, -0.25725)
H (0.24823, 0.93298, -1.44581)

Cartesian forces (eV/Å) of the 3 atoms listed first:
3.1 -0.6 -2.5
-1.7 1.1 2.2
-3.1 1.2 -1.7

Charge distribution, Mulliken scheme, values in e:
1 C 0.086
2 C -0.261
3 P 0.108
4 H 0.067